One molecule with the formula C5H9NO at a distorted geometry. Source: the Open Molecules 2025 dataset; level of theory: ωB97M-V/def2-TZVPD.

```
16
Properties=species:S:1:pos:R:3:forces:R:3
C -2.3622 0.0894 0.2597 -0.0490 -0.3713 -0.3433
N -1.2204 0.8785 -0.1346 1.7161 -1.7800 -0.3006
C 0.3148 0.0302 -0.1960 -6.6620 2.7534 0.8961
C 0.3750 -1.4265 -0.2846 0.4202 -0.2200 -0.3100
C 0.9457 1.0578 0.2386 8.1905 -1.9246 -0.6119
C 2.6922 0.5822 0.1663 -1.6564 1.7344 1.1654
O 3.2360 -0.4897 0.1408 -0.8846 0.4639 -0.2014
H -2.2200 -0.2673 1.2830 -0.0418 0.0706 0.0089
H -2.5293 -0.7955 -0.3724 -0.1434 0.0172 0.0415
H -3.2742 0.6951 0.2355 0.1325 -0.0255 0.0230
H -1.3376 1.3982 -0.9972 -0.0822 -0.4791 -0.1668
H -0.2153 -1.8920 0.5062 -0.0812 0.1594 -0.0054
H 1.4138 -1.7411 -0.1647 -0.1513 -0.0624 -0.1085
H -0.0156 -1.7627 -1.2456 0.0213 -0.0606 0.0080
H 0.8928 2.1272 0.2987 -0.7522 -0.0316 0.1905
H 3.3043 1.5160 0.2663 0.0235 -0.2438 -0.2854
```
Forces are in eV/Å.

## Properties
- molar mass (g mol⁻¹) = 99.1
- SMILES string = CN/C(C)=C/C=O
- energy relative to the best compared isomer or geometry (same formula, charge and spin) (kcal/mol) = 111.7